[1]
The following is a DFT calculation (ωB97M-V/def2-TZVPD) of a structure of composition C21H26IMnN5O5.

```
59
Properties=species:S:1:pos:R:3:forces:R:3
Mn 1.26067 0.98441 -0.93619 -0.5 -0.3 0.0
O -3.14073 1.11347 2.38786 0.2 0.0 -0.6
C -2.12108 1.20696 3.25390 0.2 0.0 0.1
C -2.41028 1.00336 4.60474 0.0 0.0 0.1
C -1.41115 1.08511 5.55459 0.1 0.0 0.0
C -0.09579 1.36659 5.18337 -0.1 0.0 0.0
C 0.19691 1.55384 3.84527 0.0 0.0 0.1
C -0.79242 1.47669 2.86432 -0.1 -0.1 0.0
C -0.37216 1.61286 1.44356 -0.2 0.3 0.1
O 0.84980 1.56554 1.16403 0.0 -0.2 -0.1
N -1.36281 1.78809 0.55057 0.0 -0.2 0.3
N -0.86790 1.69809 -0.70556 0.3 -0.2 0.3
C -1.58439 2.04697 -1.68793 -0.2 0.1 -0.6
C -1.01282 1.90544 -3.04027 -0.2 0.0 0.2
C -1.72615 2.26726 -4.17378 -0.1 0.1 -0.1
C -1.12533 2.12657 -5.41420 -0.1 0.0 0.0
C 0.16710 1.63341 -5.48374 0.0 0.0 0.0
C 0.80590 1.30139 -4.29737 0.1 0.0 0.0
N 0.22829 1.42347 -3.11082 0.1 0.0 0.1
H -2.76613 1.32699 1.48373 -0.1 0.0 0.3
H -3.43548 0.79021 4.88373 0.0 0.0 0.0
H -1.65913 0.93982 6.60022 0.0 0.0 0.0
H 0.68040 1.45139 5.93359 0.0 0.0 0.0
H 1.20576 1.77712 3.51717 0.0 0.0 0.0
H -2.57723 2.46734 -1.54418 0.0 0.0 -0.1
H -2.73044 2.66187 -4.07478 0.0 0.0 0.0
H -1.65795 2.40617 -6.31487 0.0 0.0 0.0
H 0.67912 1.51970 -6.42954 0.0 0.0 0.0
H 1.82733 0.93735 -4.29053 0.0 0.0 0.0
C 4.26236 0.06420 2.02551 0.0 0.0 0.1
N 3.07246 -0.76766 2.18073 0.1 0.0 0.1
C 2.82662 -1.31715 3.51022 0.0 0.1 -0.1
C 2.22644 -0.89018 1.15789 0.0 -0.1 -0.1
O 2.50619 -0.49464 0.02187 0.0 0.0 0.2
C 0.88742 -1.58926 1.39841 0.0 0.1 0.0
O -0.09135 -0.98282 0.58810 0.1 0.1 0.0
C -0.89897 -1.78134 -0.22063 0.0 0.1 0.0
C -0.41715 -1.73239 -1.67076 0.1 -0.1 0.0
O 0.57932 -1.08342 -1.96196 -0.1 0.0 -0.1
N -1.13276 -2.42295 -2.58306 0.0 0.0 0.0
C -0.73656 -2.41032 -3.98477 -0.1 0.0 0.1
C -2.28021 -3.25204 -2.24931 0.1 0.1 -0.1
H 5.16652 -0.54188 2.10419 0.0 0.0 0.0
H 4.26890 0.81931 2.81292 0.0 0.0 0.0
H 4.23657 0.55945 1.06081 0.0 0.0 0.0
H 3.78843 -1.52597 3.97565 0.0 0.0 0.0
H 2.28016 -2.25493 3.46221 0.0 0.0 0.0
H 2.27736 -0.61571 4.14273 0.0 0.0 0.0
H 0.57285 -1.49566 2.43573 0.0 0.0 0.1
H 1.00901 -2.65019 1.15485 0.0 0.0 0.0
H -1.90513 -1.36324 -0.16501 -0.1 0.0 0.0
H -0.94337 -2.81296 0.13546 0.0 -0.1 0.0
H 0.17084 -1.82749 -4.09358 0.0 0.0 0.0
H -1.52616 -1.96377 -4.59354 0.0 0.0 0.0
H -0.55881 -3.43020 -4.33202 0.0 0.0 0.0
H -2.69775 -2.98753 -1.28297 0.0 0.0 0.0
H -2.01867 -4.31363 -2.24062 0.0 0.0 0.0
H -3.05801 -3.10013 -2.99794 0.0 0.0 0.0
I 3.08156 2.72699 -1.55803 0.6 0.4 -0.2
```
Forces are in eV/Å.

Calculated values
* orbital gap (alpha / beta): 7.44 / 7.50 eV
* 2S+1: 6
* ΔE to the lowest compared entry with this formula, charge and spin: 2.5 kcal per mole
* HOMO level (alpha / beta): -7.437 / -7.585 eV

***

[2]
The following is a DFT calculation (ωB97M-V/def2-TZVPD) of a structure of composition C21H26IN4O6ReS2 at a distorted geometry.

```
61
Properties=species:S:1:pos:R:3:forces:R:3
Re 0.28202 0.25083 -0.60868 1.4 1.3 -0.4
C 3.90024 2.51537 -0.85428 0.3 2.7 0.1
C 3.36916 3.89651 -0.74081 1.3 -2.1 -0.2
C 2.04655 4.09450 -0.60470 -1.8 -1.4 0.0
C 1.15261 2.90419 -0.57252 -0.3 1.9 -0.2
N 1.72735 1.64607 -0.68462 0.6 1.9 -0.7
C 3.05004 1.47545 -0.81951 0.3 -0.2 -0.1
C -0.33773 2.96791 -0.42634 1.0 2.0 -0.2
C -1.11724 4.22961 -0.29438 1.2 -1.5 -0.3
C -2.45303 4.14515 -0.16976 -1.1 -1.4 0.2
C -3.11074 2.81478 -0.16662 0.0 2.3 0.2
C -2.36084 1.70652 -0.28879 -1.1 3.8 -2.2
N -1.02745 1.76365 -0.41442 -0.5 1.0 -0.7
H 4.96693 2.34656 -0.96447 -0.2 0.1 0.0
H 4.04862 4.74239 -0.76793 0.0 -0.2 0.0
H 1.65732 5.10249 -0.52173 -0.2 -0.2 0.0
H 3.41414 0.46047 -0.90037 -0.2 -0.1 0.0
H -0.63561 5.20041 -0.29683 0.2 -0.2 0.0
H -3.05095 5.04558 -0.07159 0.0 -0.2 0.0
H -4.18891 2.73756 -0.06644 0.2 0.1 0.0
H -2.81810 0.72662 -0.28910 -1.5 3.1 -3.3
O 2.57803 -3.48277 -1.13841 -1.6 2.0 0.4
S 1.59454 -2.61597 -0.46939 3.8 -6.3 1.7
O 0.29982 -3.26682 -0.34202 -0.6 1.0 -0.5
O 1.64113 -1.25155 -0.97709 -0.2 2.3 0.7
C 2.24501 -2.50200 1.22753 0.8 -0.2 0.1
C 3.47262 -3.17838 1.44700 -0.3 0.2 -0.1
C 4.11425 -3.17156 2.68639 -0.4 0.1 -0.4
C 3.54368 -2.48288 3.74219 -0.4 0.2 -0.3
C 2.33602 -1.81059 3.54808 -0.3 0.1 -0.3
C 1.66532 -1.80682 2.29768 0.5 0.1 0.5
S 0.09287 -0.88885 2.27022 3.3 -4.1 7.8
O -0.10167 -0.53552 3.68561 -0.2 0.3 -2.6
O -0.90618 -1.83884 1.80828 4.0 -3.3 2.6
O 0.36505 0.28291 1.44853 -0.3 0.7 0.4
H 3.94266 -3.72087 0.62951 -0.3 0.2 0.1
H 5.05238 -3.70105 2.81100 -0.1 0.0 -0.1
H 4.02357 -2.46097 4.71443 -0.1 0.0 -0.1
H 1.90608 -1.27414 4.39141 -0.1 -0.1 -0.3
I 0.99953 -1.36403 -3.59484 -0.1 0.3 -2.2
C 0.07953 0.34597 -2.71453 0.3 1.2 -0.1
H -0.99693 0.36560 -2.98202 1.7 0.5 -0.7
H 0.57126 1.26596 -3.09213 -0.2 -0.6 -0.1
N -4.09489 -1.49156 -0.79520 -0.5 0.0 -0.3
C -3.45600 -1.51535 0.56586 1.1 0.2 0.3
C -2.14332 -0.71027 0.53635 -3.5 0.8 -0.7
N -1.21496 -1.12347 -0.52683 -2.2 -1.0 -0.2
C -1.86437 -1.15601 -1.84598 -1.8 -0.8 0.0
C -3.16977 -1.97272 -1.87854 0.5 -0.1 0.2
H -4.38009 -0.52636 -1.00917 0.0 -0.3 0.0
H -4.95296 -2.05687 -0.78992 0.2 0.2 0.0
H -3.28219 -2.56624 0.81975 -0.1 0.1 0.0
H -4.17750 -1.08224 1.26431 0.2 -0.1 0.0
H -1.63880 -0.80395 1.50412 -3.1 1.1 -1.5
H -2.37328 0.35441 0.40654 1.6 -4.5 3.5
H -0.80789 -2.06236 -0.30348 -0.1 0.0 -0.2
H -1.16080 -1.56773 -2.57764 -0.6 -0.2 0.3
H -2.07286 -0.12566 -2.15951 -0.7 -0.7 0.5
H -2.98772 -3.03678 -1.69512 0.0 0.1 0.0
H -3.69839 -1.84799 -2.82780 0.2 -0.1 0.1
H 0.44287 1.61167 0.43874 0.0 -1.9 -0.6
```
Forces are in eV/Å.

Calculated values
* orbital gap (alpha / beta): 5.96 / 6.69 eV
* 2S+1: 4
* total charge: +1
* ΔE to the lowest compared entry with this formula, charge and spin: 0.0 kcal per mole
* HOMO level (alpha / beta): -9.215 / -10.915 eV

***

[3]
The following is a DFT calculation (ωB97M-V/def2-TZVPD) of an isolated molecule of C21H26N2O2.

```
51
Properties=species:S:1:pos:R:3:forces:R:3
C 2.49994 3.77735 0.03838 0.0 0.0 0.0
C 2.24969 2.64060 -0.60456 -0.1 0.3 -0.1
C 1.33172 2.60046 -1.79141 0.0 0.1 0.1
C 2.83611 1.36217 -0.16751 0.3 -0.2 0.1
C 4.11663 1.31129 0.37616 -0.1 0.0 0.0
C 4.64894 0.10421 0.78643 0.1 0.0 0.1
C 3.91839 -1.06321 0.66302 -0.1 0.0 0.0
C 2.63835 -1.04013 0.11899 0.0 0.0 0.0
C 1.86263 -2.34351 -0.04319 0.0 -0.2 0.2
C 2.58895 -3.22588 -1.06721 -0.2 0.1 0.1
C 1.74398 -3.08171 1.29450 0.0 0.1 0.0
N 0.51887 -2.12483 -0.57082 0.3 -0.2 -0.3
C -0.46037 -1.42738 0.08634 -0.3 -0.3 -0.2
O -0.42836 -1.10701 1.24941 0.1 0.1 0.2
N -1.53616 -1.15351 -0.75462 -0.1 0.0 -0.3
C -2.65604 -0.43009 -0.31140 0.0 0.2 0.2
C -3.93434 -0.93197 -0.48174 0.2 0.2 0.1
C -5.05349 -0.23516 -0.04152 0.0 0.1 0.0
C -6.42438 -0.80925 -0.23993 0.1 0.0 0.0
C -4.85835 0.98007 0.59193 0.0 -0.2 -0.1
C -3.58758 1.51005 0.75015 0.3 0.1 0.0
C -2.47213 0.83197 0.28094 0.0 0.0 -0.1
O -1.20162 1.32249 0.30225 -0.3 -0.3 -0.3
C -0.91726 2.39170 1.17171 0.1 0.2 0.2
C 2.11938 0.17441 -0.30022 0.1 0.1 0.0
H 3.12023 3.81678 0.91716 0.1 -0.1 0.2
H 2.07114 4.71239 -0.28147 -0.1 0.2 -0.2
H 1.76360 1.99850 -2.58938 0.0 0.0 -0.1
H 1.14727 3.60480 -2.16469 0.0 0.0 0.0
H 0.37577 2.15908 -1.51119 -0.1 -0.1 -0.1
H 4.70157 2.21490 0.45949 0.0 0.1 0.0
H 5.64506 0.07011 1.20405 0.1 0.0 0.0
H 4.35702 -1.99346 0.99095 0.0 -0.1 0.0
H 3.58205 -3.48116 -0.71067 0.1 0.0 0.0
H 2.03140 -4.14596 -1.22968 -0.1 -0.1 0.0
H 2.69340 -2.70131 -2.01595 0.0 0.0 -0.1
H 1.16043 -3.98945 1.15733 0.0 -0.1 0.0
H 1.23794 -2.44744 2.01563 0.0 -0.1 0.1
H 2.72348 -3.34920 1.67761 0.1 -0.1 0.0
H 0.45875 -2.14008 -1.57760 0.0 0.1 0.1
H -1.71249 -1.80759 -1.50319 0.1 0.1 0.1
H -4.05916 -1.89503 -0.95845 0.0 -0.1 0.0
H -7.18507 -0.13712 0.14816 -0.1 0.0 0.0
H -6.61767 -0.97884 -1.29860 -0.1 0.0 0.0
H -6.51365 -1.76642 0.27255 -0.1 -0.1 0.0
H -5.70776 1.53543 0.96194 -0.1 0.0 0.0
H -3.47755 2.47055 1.22819 0.1 0.1 0.0
H 0.16730 2.49136 1.17577 -0.1 0.0 0.0
H -1.36468 3.32759 0.81728 0.0 0.0 0.0
H -1.26466 2.17842 2.18580 0.0 0.0 0.0
H 1.12280 0.22004 -0.70711 -0.1 0.0 -0.1
```
Forces are in eV/Å.

Calculated values
* orbital gap: 8.69 eV
* structure (SMILES): C=C(C)c1cccc(C(C)(C)NC(=O)Nc2cc(C)ccc2OC)c1
* ΔE to the lowest compared entry with this formula, charge and spin: 37.7 kcal per mole
* HOMO level: -7.999 eV

***

Question: Number 1 is which compound?
Answer: C21H26IMnN5O5

***

Question: Look up the ΔE to the lowest compared entry with this formula, charge and spin of the third one.
Answer: 37.7 kcal per mole